[1]
DFT (ωB97M-V/def2-TZVPD) results for a molecular structure, BrHf.

Structure (XYZ):
```
2
Properties=species:S:1:pos:R:3:mulliken_charge:R:1
Hf 1.014 -0.533 0.706 2.36
Br -1.014 0.533 -0.706 0.64
```

## Properties
- Spin multiplicity: 1
- Net charge: +3
- DFT total energy: -71303.226 eV
- E_HOMO: -27.82 eV
- Energy above the lowest of the compared OMol25 structures with the same formula, charge and spin: 33.4 kcal per mole

[2]
DFT (ωB97M-V/def2-TZVPD) results for 2 unconnected molecules or ions with the total composition CH3O3.

Structure (XYZ):
```
7
Properties=species:S:1:pos:R:3:mulliken_charge:R:1
O -1.086 1.139 0.165 -0.67
C 0.120 1.271 0.451 0.03
O 1.008 0.390 0.519 -0.69
H 0.484 2.314 0.657 0.35
H 0.040 -2.339 -0.207 0.28
H -0.261 -0.926 -0.630 0.38
O -0.305 -1.849 -0.957 -0.68
```

## Properties
- Spin multiplicity: 1
- Net charge: -1
- DFT total energy: -7229.821 eV
- E_HOMO: -4.31 eV
- Energy above the lowest of the compared OMol25 structures with the same formula, charge and spin: 4.3 kcal per mole

[3]
DFT (ωB97M-V/def2-TZVPD) results for 8 unconnected molecules or ions with the total composition C23H50N2O22S3.

Structure (XYZ):
```
100
Properties=species:S:1:pos:R:3:mulliken_charge:R:1
C -0.813 -1.324 1.965 -1.40
N -0.063 -0.258 1.292 1.26
C -0.132 0.954 2.024 -0.68
C 1.286 -0.786 1.453 -1.16
C -0.491 -0.017 -0.161 0.02
C -0.545 -1.236 -1.122 -0.70
O -0.900 -0.878 -2.392 -0.36
H -0.524 -2.376 1.733 0.41
H -1.853 -1.272 2.003 0.41
H -0.451 -1.578 2.973 0.42
H 0.229 0.896 3.030 0.51
H -1.237 1.396 2.056 -0.02
H 0.545 1.727 1.558 0.20
H 2.089 0.019 1.145 0.01
H 1.454 -1.868 1.104 0.22
H 1.447 -0.942 2.433 0.72
H 0.210 0.768 -0.437 0.15
H -1.412 0.351 -0.131 0.46
H -1.097 -2.239 -0.790 0.10
H 0.343 -1.560 -1.222 0.03
H -1.223 -1.683 -2.868 0.35
N -2.844 3.166 -0.108 0.78
O -1.652 3.279 -0.417 -0.53
O -3.119 2.111 0.618 -0.54
O -3.747 3.586 -0.839 -0.62
O -6.495 -1.279 0.674 -0.76
S -5.210 -1.716 0.145 1.34
O -4.176 -1.934 1.128 -0.57
O -5.547 -3.177 -0.559 -0.33
C -6.160 -4.160 0.177 -0.32
C -6.617 -5.334 -0.733 -1.45
C -4.716 -0.556 -0.972 -0.73
H -6.837 -3.584 0.612 0.53
H -5.486 -4.793 1.116 0.16
H -7.168 -6.057 -0.102 0.41
H -5.978 -5.976 -1.008 0.53
H -7.415 -5.041 -1.384 0.35
H -3.745 -0.850 -1.549 0.14
H -4.552 0.321 -0.539 0.26
H -5.536 -0.355 -1.697 0.39
O 4.013 3.067 -2.827 -0.60
S 4.361 2.801 -1.484 1.13
O 3.334 2.356 -0.552 -0.38
O 5.366 1.396 -1.647 -0.42
C 5.628 0.810 -0.401 0.99
C 6.470 -0.343 -0.729 -1.27
C 5.293 4.151 -0.810 -1.32
H 4.555 0.585 -0.101 -0.38
H 6.223 1.555 0.327 0.13
H 7.284 0.060 -1.383 0.35
H 5.956 -1.204 -1.376 0.13
H 6.925 -0.712 0.164 0.40
H 5.979 4.501 -1.444 0.53
H 5.876 3.917 0.036 0.35
H 4.774 5.049 -0.485 0.41
O 3.224 -1.432 -0.952 -0.56
S 3.327 -1.609 -2.331 1.24
O 4.551 -2.005 -3.038 -0.74
O 2.332 -2.892 -2.600 -0.39
C 2.544 -3.975 -1.899 -0.14
C 1.614 -5.130 -2.204 -1.78
C 2.596 -0.354 -3.214 -0.87
H 2.438 -3.784 -0.915 0.30
H 3.505 -4.446 -2.285 0.39
H 1.890 -5.918 -1.813 0.70
H 1.978 -5.345 -3.100 0.53
H 0.472 -4.771 -2.292 0.14
H 2.272 0.421 -2.583 -0.03
H 1.767 -0.657 -3.859 0.49
H 3.047 0.326 -3.943 0.67
C -1.544 2.269 -3.641 0.12
C -0.097 2.198 -3.051 0.86
O 0.620 3.174 -3.686 -0.34
C -0.006 3.657 -4.756 0.47
O 0.407 4.447 -5.528 -0.52
O -1.303 3.080 -4.755 -0.43
H -2.307 2.560 -2.911 0.08
H -1.952 1.362 -4.026 0.15
H 0.232 1.223 -3.481 -0.27
H -0.071 2.318 -1.939 -0.20
C 2.661 3.376 3.870 -0.25
C 4.021 3.907 3.417 -0.35
O 4.733 2.915 2.918 -0.33
C 3.987 1.767 2.974 0.74
O 4.358 0.701 2.548 -0.55
O 2.783 2.023 3.501 -0.26
H 1.849 3.947 3.379 0.24
H 2.274 3.465 4.917 0.31
H 4.717 4.271 4.181 0.25
H 4.152 4.582 2.593 0.26
C -4.880 0.905 3.815 -0.65
C -5.783 0.217 4.742 -0.11
O -5.113 -0.949 5.011 -0.36
C -3.966 -0.985 4.291 0.71
O -3.171 -1.949 4.408 -0.69
O -3.689 -0.012 3.648 -0.07
H -4.397 1.823 4.210 0.26
H -5.364 1.071 3.051 0.44
H -6.753 -0.227 4.155 0.23
H -5.845 0.731 5.667 0.26
```

## Properties
- Spin multiplicity: 1
- Net charge: 0
- DFT total energy: -105173.476 eV
- E_HOMO: -8.12 eV
- Energy above the lowest of the compared OMol25 structures with the same formula, charge and spin: 89.2 kcal per mole

[4]
DFT (ωB97M-V/def2-TZVPD) results for 9 unconnected molecules or ions with the total composition C39H78N10O12S.

Structure (XYZ):
```
140
Properties=species:S:1:pos:R:3:mulliken_charge:R:1
C -1.883 -0.940 -2.828 -1.25
C -1.530 0.383 -2.136 -0.13
N -0.597 1.234 -2.876 -0.28
C 0.756 0.838 -3.162 -1.00
O 0.691 -0.063 -4.302 -0.43
S 1.369 -1.488 -4.419 1.33
O 2.712 -1.308 -4.882 -0.62
O 0.458 -2.286 -5.180 -0.73
C 1.461 -2.141 -2.773 -1.54
C 1.432 -1.105 -1.627 -2.06
C 1.690 0.343 -2.029 3.57
C 3.176 0.590 -2.474 -0.91
C 4.192 -0.427 -2.048 -0.43
N 5.043 -0.892 -2.859 -0.48
C 1.426 1.259 -0.815 -2.41
O 1.980 0.733 0.394 -0.51
C 1.021 0.390 1.335 0.45
C 0.246 1.381 1.929 0.29
C -0.731 1.028 2.853 -0.86
C -0.933 -0.303 3.198 -0.46
C -0.127 -1.280 2.625 -1.23
C 0.850 -0.936 1.695 -0.14
H -2.961 -1.100 -2.770 0.39
H -1.419 -1.795 -2.340 0.26
H -1.624 -0.927 -3.883 0.26
H -2.448 0.967 -2.043 0.66
H -1.221 0.183 -1.101 -0.04
H -0.602 2.173 -2.508 0.38
H 1.228 1.744 -3.556 0.72
H 0.628 -2.832 -2.678 0.43
H 2.390 -2.709 -2.778 0.60
H 0.458 -1.184 -1.144 0.95
H 2.148 -1.421 -0.873 0.60
H 3.504 1.549 -2.068 0.52
H 3.239 0.671 -3.561 0.28
H 4.202 -0.694 -0.985 0.43
H 5.682 -1.523 -2.379 0.27
H 0.367 1.442 -0.652 0.61
H 1.892 2.236 -0.981 -0.03
H 0.418 2.414 1.649 0.43
H -1.345 1.802 3.296 0.42
H -1.709 -0.581 3.896 0.60
H -0.242 -2.323 2.892 0.48
H 1.481 -1.704 1.264 0.56
C -4.817 -1.359 4.198 0.10
O -3.846 -0.618 4.205 -0.63
N -5.683 -1.457 3.182 0.26
C -6.825 -2.354 3.205 -0.57
C -5.466 -0.638 1.999 -1.07
H -5.060 -2.023 5.045 0.26
H -6.749 -3.062 2.381 0.23
H -7.743 -1.778 3.091 0.10
H -6.852 -2.898 4.149 0.29
H -4.497 -0.866 1.555 0.37
H -5.481 0.420 2.264 0.34
H -6.253 -0.848 1.280 0.32
C 5.234 6.001 0.372 0.13
O 5.315 7.134 -0.055 -0.59
N 4.269 5.125 0.025 0.11
C 4.207 3.783 0.564 -0.67
C 3.259 5.557 -0.924 -0.84
H 5.957 5.584 1.093 0.27
H 4.275 3.047 -0.240 0.21
H 3.268 3.630 1.100 0.29
H 5.033 3.623 1.254 0.30
H 3.720 5.841 -1.871 0.31
H 2.718 6.423 -0.542 0.34
H 2.560 4.740 -1.094 0.22
C 5.736 1.742 -5.555 0.07
O 6.659 2.471 -5.232 -0.67
N 5.054 1.853 -6.710 0.23
C 3.948 0.971 -7.029 -0.82
C 5.446 2.892 -7.646 -1.01
H 5.379 0.918 -4.914 0.30
H 4.151 0.408 -7.942 0.36
H 3.029 1.547 -7.168 0.34
H 3.800 0.274 -6.209 0.19
H 6.480 2.756 -7.960 0.28
H 5.367 3.873 -7.176 0.27
H 4.800 2.860 -8.519 0.40
C -6.898 -3.961 -0.684 0.15
O -6.207 -3.599 0.251 -0.64
N -7.528 -5.147 -0.746 0.12
C -8.339 -5.531 -1.884 -0.93
C -7.384 -6.066 0.370 -0.90
H -7.064 -3.332 -1.573 0.29
H -9.370 -5.718 -1.577 0.34
H -7.943 -6.435 -2.351 0.34
H -8.335 -4.730 -2.620 0.29
H -7.756 -5.612 1.289 0.26
H -6.336 -6.322 0.521 0.29
H -7.951 -6.970 0.161 0.38
C 3.687 -3.299 3.733 0.05
O 2.598 -3.807 3.533 -0.57
N 3.911 -2.264 4.560 0.27
C 5.228 -1.694 4.737 -0.98
C 2.783 -1.700 5.293 -0.68
H 4.603 -3.655 3.231 0.28
H 5.543 -1.766 5.780 0.34
H 5.234 -0.641 4.445 0.33
H 5.945 -2.230 4.119 0.31
H 2.326 -2.451 5.932 0.23
H 2.029 -1.345 4.589 0.05
H 3.125 -0.869 5.904 0.39
C 1.076 -3.940 8.371 0.11
O 1.159 -2.831 7.878 -0.61
N 0.071 -4.799 8.124 0.14
C 0.009 -6.111 8.731 -0.92
C -0.976 -4.384 7.204 -0.91
H 1.834 -4.340 9.066 0.30
H 0.019 -6.891 7.967 0.34
H -0.900 -6.219 9.327 0.34
H 0.870 -6.253 9.381 0.29
H -0.555 -4.161 6.224 0.26
H -1.471 -3.485 7.571 0.30
H -1.704 -5.187 7.111 0.36
C 7.805 5.826 -9.137 0.12
O 6.804 5.432 -9.703 -0.58
N 7.802 6.607 -8.040 0.13
C 9.025 7.036 -7.395 -0.93
C 6.524 7.020 -7.488 -0.74
H 8.820 5.561 -9.477 0.29
H 9.064 6.676 -6.365 0.34
H 9.097 8.126 -7.388 0.33
H 9.880 6.634 -7.935 0.29
H 5.933 6.149 -7.203 0.12
H 5.955 7.588 -8.224 0.30
H 6.699 7.638 -6.610 0.38
C -9.322 0.294 3.478 0.29
O -9.337 -0.005 2.299 -0.65
N -10.366 0.815 4.149 0.07
C -10.289 1.149 5.556 -0.90
C -11.605 1.048 3.426 -0.95
H -8.427 0.159 4.110 0.17
H -11.023 0.580 6.128 0.33
H -10.474 2.214 5.710 0.33
H -9.295 0.912 5.931 0.31
H -11.986 0.114 3.012 0.29
H -11.440 1.738 2.598 0.30
H -12.340 1.469 4.107 0.38
```

## Properties
- Spin multiplicity: 1
- Net charge: 0
- DFT total energy: -92013.089 eV
- SMILES: [H]/N=C/C[C@]1(COc2ccccc2)CCS(=O)(=O)O[C@H]1NCC.CN(C)C=O.CN(C)C=O.CN(C)C=O.CN(C)C=O.CN(C)C=O.CN(C)C=O.CN(C)C=O.CN(C)C=O
- E_HOMO: -8.57 eV

[5]
DFT (ωB97M-V/def2-TZVPD) results for a molecular structure, C26H28N7O8PtS2.

Structure (XYZ):
```
72
Properties=species:S:1:pos:R:3:mulliken_charge:R:1
Pt -0.799 -0.667 -0.190 4.00
O 4.503 -1.348 4.055 -0.66
C 4.478 -0.428 3.233 0.07
O 5.259 0.459 2.882 -0.66
C 3.154 -0.383 2.455 0.08
C 1.929 -0.286 3.109 -0.84
C 0.756 -0.267 2.391 -0.34
N 0.767 -0.375 1.055 -0.18
C 1.943 -0.530 0.410 0.66
C 3.144 -0.490 1.060 -0.53
C 1.829 -0.948 -1.013 -0.04
O 2.716 -0.962 -1.813 -0.58
O 0.602 -1.427 -1.334 -0.90
H 1.901 -0.254 4.190 0.55
H -0.214 -0.176 2.857 0.48
H 4.068 -0.587 0.504 0.63
C -2.394 4.088 1.079 -1.18
N -1.689 2.882 1.490 0.51
C -0.243 3.021 1.543 -1.09
C -2.324 1.702 1.738 0.22
O -1.807 0.571 1.513 -0.82
N -3.546 1.773 2.311 0.10
C -4.398 0.596 2.380 -0.83
C -3.887 2.808 3.285 -1.26
H -1.965 4.439 0.139 0.35
H -2.295 4.886 1.818 0.36
H -3.446 3.878 0.916 0.39
H 0.027 3.715 2.342 0.39
H 0.140 3.420 0.605 0.30
H 0.225 2.066 1.740 0.40
H -4.283 -0.009 1.489 0.12
H -5.434 0.926 2.429 0.47
H -4.180 0.005 3.275 0.32
H -3.019 3.415 3.521 0.43
H -4.219 2.321 4.202 0.42
H -4.691 3.452 2.927 0.33
S -2.336 -3.481 2.968 -0.20
C -2.277 -2.366 1.696 -0.04
N -1.186 -2.376 0.981 -0.24
C -0.277 -3.345 1.428 -0.24
C 0.961 -3.676 0.876 -0.32
C 1.724 -4.630 1.514 -0.82
C 1.268 -5.280 2.668 -0.59
C 0.022 -5.006 3.187 -0.58
C -0.744 -4.031 2.551 0.78
H -3.071 -1.654 1.520 0.24
H 1.299 -3.222 -0.041 0.61
H 2.694 -4.887 1.111 0.45
H 1.899 -6.012 3.151 0.43
H -0.347 -5.521 4.063 0.42
O -4.215 -1.013 -2.228 -0.61
N -3.375 -0.796 -1.409 0.87
O -3.504 -0.219 -0.341 -0.55
O -2.132 -1.208 -1.672 -0.80
N -0.445 0.047 -3.695 -0.11
C 0.184 0.866 -2.887 0.08
S -0.450 1.347 -1.310 -0.27
N 1.304 1.466 -3.253 0.01
C 1.956 1.301 -4.521 0.23
C 1.270 1.567 -5.696 -0.12
C 1.928 1.408 -6.907 -0.60
C 3.257 1.009 -6.932 -0.47
C 3.935 0.766 -5.746 -0.70
C 3.285 0.903 -4.530 -0.46
H -1.249 -0.463 -3.345 0.21
H 0.018 -0.281 -4.532 0.30
H 1.818 1.930 -2.518 0.34
H 0.246 1.920 -5.669 0.50
H 1.403 1.614 -7.830 0.40
H 3.767 0.894 -7.879 0.40
H 4.972 0.459 -5.764 0.39
H 3.793 0.685 -3.599 0.36
```

## Properties
- Spin multiplicity: 1
- Net charge: +1
- DFT total energy: -79135.329 eV
- E_HOMO: -10.17 eV
- Energy above the lowest of the compared OMol25 structures with the same formula, charge and spin: 10.4 kcal per mole

[6]
DFT (ωB97M-V/def2-TZVPD) results for 3 unconnected molecules or ions with the total composition C18H37N3O3.

Structure (XYZ):
```
61
Properties=species:S:1:pos:R:3:mulliken_charge:R:1
N -1.586 1.863 4.630 -0.70
C -0.726 1.809 3.454 -0.42
C -0.623 0.367 2.951 -0.95
C 0.135 0.283 1.671 0.64
C 1.365 0.677 1.354 -0.67
C 1.601 0.404 -0.087 0.56
O 2.542 0.602 -0.778 -0.50
O 0.449 -0.189 -0.593 -0.36
C -0.483 -0.276 0.418 0.46
O -1.551 -0.763 0.243 -0.54
H -2.552 1.688 4.367 0.28
H -1.563 2.781 5.058 0.25
H 0.271 2.158 3.747 0.47
H -1.061 2.454 2.630 0.22
H -0.128 -0.238 3.718 0.50
H -1.625 -0.046 2.796 0.32
H 2.119 1.132 1.983 0.50
C -6.588 2.340 -0.423 -1.38
C -5.711 3.414 0.200 -0.40
N -4.737 2.877 1.136 0.19
C -4.106 3.889 1.963 -0.43
C -3.197 4.920 1.284 -1.09
C -3.863 1.841 0.601 -0.37
C -3.043 2.166 -0.655 -0.91
H -7.057 1.731 0.350 0.33
H -7.374 2.806 -1.020 0.43
H -6.024 1.681 -1.084 0.27
H -6.342 4.105 0.768 0.47
H -5.252 4.010 -0.605 0.28
H -3.537 3.370 2.740 0.01
H -4.909 4.422 2.482 0.46
H -2.248 4.486 0.967 0.19
H -2.973 5.729 1.981 0.42
H -3.675 5.362 0.409 0.34
H -4.472 0.961 0.389 0.32
H -3.192 1.539 1.409 -0.08
H -3.654 2.648 -1.419 0.36
H -2.661 1.238 -1.080 0.32
H -2.191 2.816 -0.449 0.20
C 3.445 -5.973 -2.496 -1.42
C 3.481 -4.462 -2.660 -0.33
N 4.078 -3.781 -1.524 0.17
C 3.846 -2.346 -1.518 -0.52
C 4.469 -1.504 -2.636 -1.05
C 5.420 -4.212 -1.166 -0.72
C 6.507 -4.140 -2.246 -0.95
H 2.965 -6.245 -1.555 0.33
H 2.881 -6.420 -3.315 0.43
H 4.443 -6.413 -2.510 0.29
H 2.456 -4.089 -2.743 0.44
H 3.972 -4.220 -3.617 0.26
H 4.180 -1.958 -0.552 0.31
H 2.761 -2.201 -1.546 0.23
H 5.545 -1.383 -2.506 0.22
H 4.021 -0.510 -2.629 0.42
H 4.292 -1.944 -3.619 0.28
H 5.359 -5.243 -0.809 0.39
H 5.725 -3.616 -0.301 0.36
H 6.158 -4.559 -3.192 0.25
H 7.377 -4.720 -1.933 0.38
H 6.839 -3.120 -2.436 0.25
```

## Properties
- Spin multiplicity: 1
- Net charge: 0
- DFT total energy: -29878.546 eV
- SMILES: NCCC1=CC(=O)OC1=O.CCN(CC)CC.CCN(CC)CC
- E_HOMO: -7.91 eV

[7]
DFT (ωB97M-V/def2-TZVPD) results for a molecular structure, C3H5B.

Structure (XYZ):
```
9
Properties=species:S:1:pos:R:3:mulliken_charge:R:1
B -0.023 -1.285 0.317 -0.14
C 1.120 -0.107 -0.039 -0.48
C -1.114 -0.146 -0.102 -0.60
C 0.012 0.778 0.255 -0.20
H 2.028 0.101 0.355 0.45
H 1.140 -0.520 -1.065 0.12
H -1.390 -0.366 -1.113 0.21
H -1.966 -0.044 0.411 0.38
H 0.192 1.589 0.981 0.26
```

## Properties
- Spin multiplicity: 1
- Net charge: 0
- DFT total energy: -3863.233 eV
- E_HOMO (alpha / beta): -7.45 / -7.45 eV
- Energy above the lowest of the compared OMol25 structures with the same formula, charge and spin: 62.5 kcal per mole

[8]
DFT (ωB97M-V/def2-TZVPD) results for a molecular structure, C3H12O3Tl.

Structure (XYZ):
```
19
Properties=species:S:1:pos:R:3:mulliken_charge:R:1
Tl -1.602 0.409 2.193 0.98
C -0.024 3.248 -0.581 -0.46
O -0.845 2.156 -0.270 -0.25
H -0.608 3.981 -1.208 0.34
H 0.257 3.784 0.326 0.31
H 0.883 2.970 -1.148 0.35
H -0.974 1.661 -1.099 0.36
C 2.229 -0.111 0.649 -0.44
O 1.043 -0.655 1.142 -0.21
H 2.409 -0.422 -0.420 0.36
H 2.172 0.975 0.620 0.24
H 3.104 -0.481 1.216 0.35
H 1.206 -1.598 1.339 0.37
C -1.617 -2.980 -0.328 -0.43
O -1.673 -1.576 -0.293 -0.23
H -1.783 -3.369 -1.351 0.34
H -0.585 -3.360 -0.092 0.32
H -2.277 -3.378 0.442 0.32
H -1.314 -1.253 -1.139 0.37
```

## Properties
- Spin multiplicity: 1
- Net charge: +3
- DFT total energy: -14101.086 eV
- E_HOMO: -22.50 eV
- Energy above the lowest of the compared OMol25 structures with the same formula, charge and spin: 9.5 kcal per mole